50
Properties=species:S:1:pos:R:3:forces:R:3 method="wB97M-V/def2-TZVPD" multiplicity=1 total_charge=-2 orbital_gap_ev=2.25
H 2.730 -2.863 -3.418 -0.012 0.037 0.018
O -0.858 -0.085 1.091 -1.207 0.671 -0.696
H 0.939 -0.093 -5.021 -0.019 -0.008 -0.011
Cl 1.555 -2.064 0.948 -0.203 0.106 0.246
H 1.034 -2.777 -2.905 0.151 -0.033 0.075
H 4.247 1.527 0.130 -0.020 0.036 -0.118
O -3.301 -0.294 6.597 1.204 -0.090 -1.768
C 2.206 -1.102 -2.316 0.035 1.465 0.714
C -4.373 0.628 4.270 0.153 -0.007 -0.310
C 2.061 -2.541 -2.607 -0.184 -0.728 -0.076
H 4.306 -0.778 0.347 0.008 -0.061 -0.038
O -0.652 -1.284 -1.507 -1.426 1.509 0.612
N -6.187 1.635 2.943 -2.292 0.846 -0.234
H 0.120 -5.704 -0.001 0.578 0.529 0.288
H 1.547 3.261 -2.061 -0.037 -0.039 -0.083
H 4.794 2.149 -1.433 0.108 0.082 0.018
C 3.062 0.914 -1.541 -0.594 -1.168 -1.170
H -4.997 0.663 5.148 0.012 -0.022 0.041
H 2.278 -3.165 -1.733 -0.133 0.025 -0.070
C 4.215 -1.210 -0.656 0.503 -0.385 0.476
H 2.395 2.981 -3.582 -0.063 0.110 -0.023
H 0.685 2.571 -3.447 0.022 0.041 0.051
O -6.569 2.044 1.821 0.585 -0.759 2.346
C -2.265 0.077 3.185 0.019 0.135 0.362
H -1.256 -0.339 3.256 -0.425 0.213 -0.199
H -0.294 0.607 -3.974 0.075 -0.109 0.017
C 0.478 -0.172 -4.026 -0.574 -0.126 -0.577
O -6.890 1.658 3.975 1.054 0.049 -1.819
C -4.066 1.091 1.889 0.629 -0.233 0.789
O 0.790 -5.078 0.355 -0.526 -0.765 -0.304
Sn 0.624 -0.332 -0.274 1.694 -1.211 -1.438
C 3.196 -0.507 -1.450 -1.167 1.400 -0.913
C -2.758 0.607 1.976 -1.846 0.305 0.742
C -4.858 1.101 3.045 1.437 -0.488 -0.132
H -4.408 1.453 0.933 -0.155 0.076 0.026
C 3.904 1.900 -0.841 0.470 0.483 0.248
O -2.142 1.099 -0.350 -0.474 -0.272 1.435
O -1.385 -0.807 5.628 -2.645 1.014 -0.095
C 1.486 -0.024 -2.963 0.879 0.475 1.546
H -0.032 -1.138 -3.969 0.101 0.177 0.030
Cl 1.503 1.604 1.017 -0.578 -0.402 -0.516
H 5.204 -1.144 -1.126 0.057 -0.009 -0.031
H 3.364 2.833 -0.644 0.089 -0.090 -0.055
C -3.067 0.111 4.329 -1.017 0.750 -1.443
C 1.636 2.566 -2.906 -0.197 0.737 -0.193
C -1.924 0.595 0.757 2.294 -0.927 -0.472
N -2.555 -0.362 5.594 1.499 -1.025 2.121
H 3.973 -2.265 -0.527 0.013 0.042 -0.010
H -1.505 -0.759 -1.486 1.324 -0.867 -0.073
C 2.010 1.213 -2.468 0.800 -1.488 0.669

---

42
Properties=species:S:1:pos:R:3:forces:R:3 method="wB97M-V/def2-TZVPD" multiplicity=1 smiles=CN(C)CCCNc1cc(Cl)ccc1Sc1ccc(Cl)cc1 de_lowest_kj_mol=191.2 orbital_gap_ev=8.20
C 0.679 3.213 -0.034 -0.245 1.824 1.107
H 0.034 -5.227 -0.689 -0.123 -0.280 -0.133
H -0.226 1.554 -2.735 0.128 0.672 -0.312
C 0.562 2.173 -0.988 2.061 0.394 4.501
C 1.458 -0.064 -1.633 -0.534 1.939 -0.653
C -0.727 1.268 2.117 0.429 0.526 -0.479
C 0.533 -4.278 -0.574 -0.773 1.532 -0.214
H -2.541 -2.833 -0.274 -0.519 -0.097 1.221
H -2.227 -4.526 -1.021 0.907 1.733 1.020
C -0.610 3.652 -2.526 0.379 0.726 3.506
N 1.149 0.972 -0.655 0.021 -0.373 0.618
C -1.895 -3.420 -0.892 1.222 -2.011 1.141
C 0.368 -1.060 -1.741 -1.504 -1.610 -1.302
C 0.164 4.520 -0.317 -0.563 -4.623 -2.408
Cl -1.363 3.643 -4.051 -0.449 0.688 -0.344
H -1.023 5.650 -1.597 -0.226 0.145 -0.692
C 0.783 -0.557 3.611 -1.362 1.238 -0.596
H 2.342 -0.519 -1.322 1.661 -0.968 0.649
H 0.362 5.311 0.306 -0.001 1.639 1.509
C -1.358 0.227 2.719 -0.505 -1.652 0.067
C 0.074 -1.830 -0.447 -2.826 0.157 0.134
C 1.376 0.586 3.026 -0.151 -0.642 0.813
H 1.737 0.442 -2.601 -0.556 -0.491 0.785
H 0.953 -1.854 0.144 0.943 -0.333 0.817
C -0.569 -0.720 3.439 -2.173 0.230 -0.010
H -1.340 1.898 1.497 0.099 0.507 -0.118
H -0.698 -1.208 0.112 0.935 -0.682 -0.260
H -2.468 0.103 2.534 1.566 -0.080 0.564
C -0.059 2.452 -2.124 -1.435 -1.592 -3.740
H 1.158 -4.077 -1.462 0.399 -0.611 0.486
H -0.584 -0.533 -1.985 0.629 -0.452 -0.399
H 1.129 -4.327 0.378 -0.399 0.291 -0.847
H 1.206 0.748 0.363 0.109 0.245 -1.739
H 0.586 -1.859 -2.513 -0.188 1.040 0.424
N -0.483 -3.187 -0.578 0.995 -0.664 0.900
H -2.129 -3.052 -1.804 -0.554 1.278 -3.477
C -0.588 4.670 -1.504 0.831 0.157 -1.040
Cl -1.536 -2.006 4.231 0.996 0.557 -0.405
H 1.290 -1.163 4.311 0.722 -0.650 0.341
H 2.379 0.723 3.388 0.525 0.500 -0.623
S 1.446 3.003 1.630 -0.445 -0.661 -0.961
C 0.655 1.491 2.263 -0.025 0.455 0.148

---

44
Properties=species:S:1:pos:R:3:forces:R:3 method="wB97M-V/def2-TZVPD" multiplicity=1 smiles=CC(C)N(Cc1nc(-c2ccc(Cl)cc2)no1)Cc1nccn1C de_lowest_kj_mol=6.5 orbital_gap_ev=8.89
C 3.117 0.243 -0.552 0.123 0.153 -0.247
C -4.309 0.564 -1.098 0.179 -0.156 0.147
H 1.832 -4.033 0.613 -0.031 -0.153 0.161
H 1.662 -3.750 -2.122 -0.071 -0.227 -0.068
Cl -8.035 -0.285 0.006 -0.224 -0.001 0.015
C 2.652 -1.179 -0.592 0.261 -0.053 0.045
C 1.966 -3.046 -1.375 -0.088 -0.147 0.234
H 3.147 3.621 -0.671 0.044 0.067 -0.090
C 1.012 0.864 -1.670 0.304 0.025 -0.136
H 3.835 2.760 0.705 0.139 -0.068 0.079
H 2.825 -2.667 2.403 0.033 0.063 -0.044
C 1.780 2.224 0.244 0.260 0.238 0.188
H 1.087 2.484 2.270 0.009 0.076 0.127
N 2.350 -1.791 -1.714 0.236 0.354 -0.264
C -3.556 -0.282 -0.288 -0.604 -0.060 0.090
C -2.111 -0.269 -0.387 1.163 -0.216 0.153
H 1.417 0.137 -2.383 -0.191 0.196 -0.021
H -6.278 1.218 -1.634 -0.069 0.042 -0.039
C 2.934 3.230 0.319 -0.386 -0.035 -0.060
H 3.857 0.355 -1.359 0.027 -0.156 0.272
C -5.574 -1.134 0.704 -0.100 0.023 -0.016
N 2.491 -2.007 0.474 0.113 -0.108 -0.414
H 3.610 0.454 0.395 0.072 0.031 -0.023
C -5.688 0.565 -1.011 -0.161 -0.065 0.077
C -4.196 -1.131 0.613 0.068 0.162 -0.171
C -0.185 0.251 -1.020 -0.701 0.099 -0.019
H 0.660 1.744 -2.218 -0.066 -0.145 0.041
N -1.314 -1.012 0.338 -1.078 -0.290 0.381
H 2.360 1.279 2.119 0.132 -0.059 0.085
H -6.078 -1.788 1.397 -0.062 -0.043 0.048
H 2.669 4.055 0.974 0.057 0.121 0.131
H 1.814 -1.216 2.285 0.066 -0.012 0.010
H 0.713 0.899 1.602 -0.078 -0.079 0.059
H 3.569 -1.107 2.015 -0.048 -0.050 0.020
N -1.427 0.545 -1.248 0.289 0.247 -0.276
C 2.046 -3.199 -0.024 -0.128 -0.232 -0.122
O -0.057 -0.682 -0.068 0.502 0.336 -0.446
C 1.467 1.679 1.645 -0.142 0.078 -0.319
H -3.600 -1.783 1.232 0.020 -0.089 0.089
H -3.799 1.214 -1.791 0.018 0.065 -0.068
N 2.070 1.230 -0.770 -0.176 -0.144 -0.007
H 0.892 2.756 -0.114 0.059 -0.034 0.020
C -6.312 -0.284 -0.109 0.291 0.024 -0.045
C 2.685 -1.728 1.868 -0.062 0.224 0.423

---

46
Properties=species:S:1:pos:R:3:forces:R:3 method="wB97M-V/def2-TZVPD" s2=0.77 multiplicity=2 total_charge=+2 orbital_gap_ev="6.52 / 6.53"
H -0.490 -0.539 5.501 0.003 0.017 0.017
H -3.156 2.402 1.967 -0.029 -0.001 -0.021
C 3.628 2.543 -4.850 0.006 -0.018 0.010
C -3.541 1.678 2.673 -0.015 -0.031 0.100
N 0.669 0.808 -1.633 -0.330 0.376 0.646
H -6.458 0.684 4.060 0.019 0.010 0.019
C 1.436 1.300 -5.095 0.160 0.040 -0.047
C 0.098 0.370 5.480 0.050 0.039 0.018
C 0.944 0.297 -2.827 -0.078 -0.189 0.085
H 2.271 3.573 5.421 -0.010 -0.009 0.007
C 1.662 2.680 5.434 0.006 0.017 -0.030
H 3.579 0.068 -3.603 0.002 -0.001 -0.032
H 0.946 0.437 -5.542 -0.061 -0.029 0.081
H 1.006 2.209 -5.508 -0.081 0.008 0.040
H -2.532 -0.838 4.762 -0.014 0.005 -0.012
P -0.956 0.819 2.991 0.130 0.031 -0.057
H 3.092 -0.902 -5.020 0.020 0.023 0.018
C -4.542 -0.163 4.517 -0.004 -0.024 0.015
H 4.679 2.537 -5.136 -0.013 -0.001 0.006
F 2.612 0.029 0.249 -0.320 -0.031 0.581
C 0.875 2.370 4.335 -0.007 -0.019 0.092
H -4.938 -0.873 5.231 -0.001 0.003 -0.025
H 3.591 2.642 -3.761 -0.010 -0.003 -0.023
H 4.632 -0.053 -4.995 -0.017 -0.001 0.013
C 0.891 0.692 6.566 -0.017 -0.036 0.006
H 2.287 2.092 7.394 -0.021 -0.008 -0.014
C 3.587 0.019 -4.698 -0.007 -0.012 -0.043
C -2.690 0.791 3.335 -0.041 -0.015 -0.080
H -5.568 2.322 2.443 0.005 -0.006 0.014
H 0.873 3.026 3.475 0.008 0.012 -0.001
Se -0.448 2.010 1.157 0.371 -0.522 -0.185
C -3.185 -0.138 4.257 -0.091 0.041 -0.005
Re 0.796 0.117 0.350 0.445 0.339 -0.952
H 0.905 0.044 7.432 0.009 0.006 -0.020
C 2.950 1.259 -5.320 0.023 0.015 0.134
N 0.904 2.464 -2.983 -0.055 -0.178 0.275
C -5.395 0.719 3.860 -0.014 -0.005 0.002
N 1.086 1.306 -3.656 -0.033 0.137 -0.348
N 0.652 2.170 -1.776 0.014 -0.094 -0.370
C 0.088 1.219 4.368 0.006 -0.012 0.038
C -4.899 1.638 2.947 -0.014 0.023 -0.028
C 1.668 1.845 6.542 0.022 0.021 0.014
H 3.051 1.187 -6.405 -0.010 0.011 -0.037
H 1.020 -0.747 -3.086 0.030 0.031 -0.004
Se -0.242 -1.127 2.054 -0.053 0.052 0.098
H 3.165 3.428 -5.287 0.015 -0.013 0.005